72
Properties=species:S:1:pos:R:3:forces:R:3:lowdin_spin:R:1 method="wB97M-V/def2-TZVPD" e_above_lowest_kcal_mol=0.0 gap_ev="7.4 / 6.8" energy_ev=-61851.38066 homo_energy_ev="-13.97 / -14.05" multiplicity=3 fmax_ha_per_bohr=0.0085 e_lumo_ev="-6.555 / -7.246" charge=+2
W 0.490813 -1.415463 0.039657 -0.31 0.30 0.08 1.604
P -0.919372 0.605973 0.215726 0.16 0.01 0.01 0.043
F 3.574203 -0.067185 4.253776 -0.01 -0.04 0.00 -0.005
F -0.591113 -1.835649 5.310681 0.01 -0.02 0.00 -0.007
O -2.957716 -2.694813 1.273151 -0.20 -0.09 0.16 -0.001
O -1.096878 -2.445558 0.079111 0.24 0.22 0.10 0.052
N 2.631865 -0.757061 0.153144 -0.07 0.05 -0.04 0.018
N 0.748594 -1.274506 -2.086997 0.14 -0.20 0.19 0.016
N 0.298218 -0.554423 -3.134114 -0.08 0.08 -0.05 0.007
C -2.000205 1.484760 4.560352 0.00 -0.01 -0.02 -0.001
C -0.347433 -0.772859 -5.517536 0.02 0.01 0.02 0.000
C -2.653542 0.625906 2.410360 -0.07 -0.03 -0.03 0.000
C -3.006842 -1.093508 -0.500918 0.01 0.01 0.00 0.003
C 1.502788 -0.948294 4.806117 0.04 -0.01 0.14 0.059
C -0.432295 4.489277 -0.853699 0.04 0.04 -0.04 0.001
C 3.133440 -0.532365 1.397956 0.02 -0.01 -0.02 0.017
C -3.029616 1.068632 -1.563766 0.04 0.18 -0.05 0.000
C -2.408822 0.158304 -0.715906 0.01 -0.08 -0.02 0.007
C 0.309294 -1.503735 4.391190 -0.03 0.00 -0.01 -0.003
C 4.458025 -0.141059 1.564247 0.06 0.02 -0.03 0.003
C -0.770397 1.877747 4.039038 0.00 0.02 -0.01 0.001
C -0.237314 2.115873 -0.495196 0.04 -0.02 -0.06 0.008
C 2.185726 -0.798708 2.479879 0.00 -0.02 0.01 0.034
C 5.279122 0.001464 0.463592 0.05 0.02 0.03 0.021
C -0.475783 1.638640 2.708652 0.01 0.03 0.04 0.000
C 0.530793 -2.607884 -3.870489 -0.03 -0.05 -0.09 0.004
C 1.390089 -3.600465 -1.602707 0.01 -0.05 -0.16 0.004
C 0.891374 -2.535518 -2.533467 0.07 -0.10 0.00 0.009
C -4.223527 -1.397445 -1.091780 -0.06 -0.02 -0.01 0.000
C -1.421812 1.012309 1.893807 0.07 -0.05 -0.01 0.009
C 1.456418 3.292743 -1.749290 0.01 -0.02 -0.03 0.000
C 0.153933 -1.317659 -4.227312 0.02 0.02 -0.07 0.001
C 0.959585 2.112310 -1.212263 -0.10 0.12 0.06 0.005
C 4.766771 -0.242718 -0.803588 0.09 0.03 -0.02 0.003
C -0.928557 3.316096 -0.311476 -0.05 0.00 0.10 0.000
C 0.943876 -1.335799 2.089026 0.05 -0.02 -0.05 -0.014
C -2.401645 -2.133457 0.390686 -0.07 0.03 -0.13 0.014
C 3.451103 -0.612684 -0.910031 -0.08 -0.02 0.02 0.017
C 0.009955 -1.710041 3.055864 -0.08 -0.01 -0.03 0.057
C -4.827905 -0.483654 -1.946198 0.00 0.02 0.00 0.000
C -4.226040 0.741495 -2.189207 -0.06 -0.02 0.00 0.000
C 2.424771 -0.612420 3.836857 0.02 0.09 -0.01 -0.002
C -2.938255 0.865018 3.748078 -0.02 0.00 0.06 0.001
C 0.758494 4.478401 -1.573499 -0.06 0.01 0.00 0.000
H 0.485001 1.942195 2.305080 -0.03 0.00 0.01 0.000
H -2.593100 2.050192 -1.729518 -0.07 -0.19 0.01 0.000
H -4.697832 1.459319 -2.847949 0.01 -0.03 0.01 0.000
H 4.841975 0.031714 2.553450 0.02 0.01 0.04 0.000
H -4.690726 -2.351893 -0.882369 0.02 0.03 -0.01 0.000
H -2.227715 1.670480 5.602315 0.00 -0.01 -0.03 0.000
H -3.897196 0.566310 4.152058 0.04 0.02 -0.01 0.000
H -5.773455 -0.728839 -2.412787 0.04 0.01 0.01 0.000
H 6.313990 0.292912 0.593241 -0.04 -0.01 0.00 0.001
H 0.537254 -3.475203 -4.512643 0.00 0.07 0.07 0.000
H -0.949805 -2.146542 2.810315 -0.03 -0.01 -0.02 0.002
H 1.719798 -0.789674 5.855169 -0.02 -0.01 -0.06 0.003
H 2.435886 -3.831071 -1.796760 0.06 -0.04 -0.06 0.001
H 1.362873 -3.364912 -0.521626 0.06 -0.02 0.05 0.004
H 1.529953 1.202098 -1.320326 0.08 -0.12 0.01 0.004
H 0.117875 -1.293448 -6.351662 0.00 0.00 0.01 0.000
H 2.393474 3.287996 -2.292731 -0.04 0.00 0.02 0.000
H 0.799701 -4.507451 -1.694145 -0.03 -0.08 -0.05 0.000
H 5.374671 -0.150377 -1.692360 -0.01 0.00 0.02 0.000
H 3.015795 -0.802409 -1.878234 -0.01 -0.02 -0.04 0.001
H -0.044837 2.373842 4.671499 -0.02 -0.01 -0.02 0.000
H -0.970637 5.417075 -0.709325 0.02 -0.02 0.00 0.000
H -1.848756 3.334572 0.265458 0.09 0.01 -0.02 0.000
H 1.144188 5.399222 -1.991735 -0.01 -0.02 0.02 0.000
H 0.128656 0.436471 -3.032130 -0.03 0.01 -0.01 0.000
H -0.137213 0.292304 -5.610081 0.00 -0.02 0.00 0.000
H -3.398227 0.144700 1.787076 0.04 0.03 0.04 0.000
H -1.425744 -0.919567 -5.590797 0.00 0.00 0.00 0.000

=====

82
Properties=species:S:1:pos:R:3:forces:R:3:mulliken_charge:R:1 method="wB97M-V/def2-TZVPD" e_above_lowest_kcal_mol=18.1 gap_ev=5.7 energy_ev=-144721.23159 homo_energy_ev=-6.70 multiplicity=1 fmax_ha_per_bohr=0.0164 e_lumo_ev=-0.998
Ba -0.348788 -0.208916 -0.317701 -0.36 -0.52 -0.56 1.484
Br 6.434124 -4.978285 -6.318870 0.01 0.00 0.00 -0.197
P -1.822453 -2.229321 2.253029 0.27 0.36 0.15 0.273
O 0.622268 2.492778 0.093549 0.12 -0.38 0.19 -0.451
O -3.281435 -1.604113 2.538878 0.07 -0.05 0.15 -0.372
O 1.379120 -2.311377 0.550714 -0.03 0.36 0.17 -0.391
O 2.540815 -3.133693 2.219123 -0.11 -0.13 -0.13 -0.468
O -1.939903 -3.528528 3.248962 -0.11 -0.09 -0.36 -0.308
O -2.090220 -2.804883 0.759942 -0.10 -0.15 0.13 0.146
O 1.109852 3.777360 1.852728 -0.03 -0.06 0.18 -0.470
O -1.539172 0.976592 1.541450 -0.12 0.04 0.21 -0.492
O -2.202918 3.056428 2.044678 0.05 -0.04 -0.05 -0.743
O 1.124958 -0.251153 -2.309285 -0.12 -0.07 -0.06 -0.918
N 0.017817 -2.642106 -7.202379 -0.17 0.12 0.09 -0.146
N -2.407265 1.732731 -1.100987 0.38 -0.26 0.32 0.233
N -1.351660 -1.551735 -2.703316 0.40 0.19 0.23 0.476
N 0.841348 -3.214567 -7.926997 0.12 -0.25 -0.13 -0.801
N 1.737561 0.307472 1.500715 -0.47 -0.18 -0.51 0.106
C -3.380045 -0.699901 3.651677 -0.04 0.03 -0.07 -0.755
C -4.888598 2.994504 -1.126644 0.03 -0.02 0.09 -0.822
C 4.521598 -3.550250 -7.867290 0.05 -0.03 0.01 -0.430
C 2.548243 1.824616 3.120148 -0.08 0.13 -0.03 -0.458
C 1.830368 1.543048 1.962755 0.29 -0.08 0.27 0.324
C -0.638493 -2.118748 -4.937685 0.19 0.11 0.00 0.885
C 3.243621 -3.143421 -8.216572 0.11 -0.12 0.09 -0.302
C -2.164861 2.055347 1.327141 -0.20 0.33 0.01 0.061
C 0.870759 -0.824870 -3.419729 -0.07 0.02 -0.36 0.586
C 3.026780 -0.515216 3.296110 -0.08 -0.07 -0.11 -0.700
C -1.896416 -2.717560 -5.165170 -0.13 -0.03 0.06 -0.486
C -4.312620 2.564334 -2.346593 0.13 -0.04 -0.03 1.137
C -0.797807 -4.390908 3.282221 -0.03 0.08 0.04 -0.661
C -0.393902 -1.529275 -3.669501 -0.03 -0.06 -0.45 -0.481
C 2.157299 -3.562346 -7.462583 -0.19 0.07 -0.12 0.004
C -4.203174 2.825385 0.037174 -0.06 0.03 -0.06 -0.820
C -2.401341 1.550914 -3.483337 -0.07 0.02 -0.02 -0.407
C 0.363369 -2.089992 -5.944311 0.01 -0.06 -0.14 0.090
C 1.760617 -0.756742 -4.503802 0.08 -0.06 -0.04 -0.736
C -2.511773 -2.106745 -2.952954 -0.08 0.01 0.14 -0.639
C 1.524650 -1.381704 -5.720666 -0.02 0.03 0.28 -0.412
C -3.039915 1.954952 -2.287759 -0.14 -0.06 -0.06 -0.298
C -2.949376 2.162620 0.009033 -0.22 0.37 0.12 0.690
C 1.113354 2.628072 1.184054 0.05 0.06 -0.06 0.166
C 3.604831 -4.865430 -6.061265 -0.05 0.00 0.03 -0.537
C -3.027873 1.726468 -4.685633 0.10 -0.04 0.05 -0.552
C 2.329636 -4.438624 -6.395054 0.17 0.08 -0.09 0.029
C 2.275907 -0.718368 2.139677 0.24 0.07 0.28 1.069
C -4.934704 2.730036 -3.604533 -0.02 0.00 -0.05 -0.761
C -2.840925 -2.705085 -4.179245 0.09 0.02 -0.03 -1.118
C 4.688742 -4.406475 -6.791159 0.03 0.03 -0.05 0.069
C 3.162730 0.775195 3.777720 0.05 0.06 0.08 -0.788
C 2.010165 -2.103101 1.548409 0.28 0.14 0.15 0.264
C -3.271971 -3.571278 0.467922 0.00 -0.02 -0.09 -0.889
C -4.308068 2.314981 -4.745926 -0.09 0.04 -0.01 -0.588
H 0.478254 4.370552 1.417381 -0.03 0.03 -0.05 0.411
H -4.131650 -2.910402 0.368180 0.01 0.02 0.00 0.300
H -0.291088 -4.431454 2.315135 0.00 -0.02 0.01 0.309
H 2.613367 2.836615 3.490451 -0.01 -0.01 0.00 0.557
H -2.095296 -3.159359 -6.131958 0.00 0.00 0.00 0.512
H -2.548110 0.006615 3.641719 -0.01 -0.01 0.00 0.252
H -4.574939 3.184018 0.986109 0.00 0.00 -0.01 0.490
H -1.150555 -5.387089 3.537862 0.01 -0.01 0.01 0.285
H 3.738156 0.960192 4.674654 0.00 -0.01 0.00 0.436
H 1.475423 -4.776471 -5.825326 -0.05 0.00 0.00 0.416
H -2.538949 1.413227 -5.599363 0.00 0.00 0.01 0.475
H -3.463690 -4.292889 1.261209 0.01 0.00 0.01 0.332
H -4.790114 2.442817 -5.706670 0.00 0.00 0.01 0.394
H 2.672282 -0.189442 -4.367019 -0.03 0.02 0.08 0.444
H -0.093809 -4.050164 4.044103 0.01 -0.02 -0.01 0.225
H -5.861838 3.471763 -1.138264 0.00 0.00 0.00 0.423
H 3.510859 -1.317872 3.837273 0.00 0.01 0.01 0.279
H -3.409143 -1.258356 4.587869 0.01 0.00 0.00 0.286
H -1.414890 1.109735 -3.417849 0.00 -0.01 -0.01 0.508
H -3.088376 -4.093022 -0.468188 0.01 0.01 0.00 0.271
H -4.309640 -0.150822 3.528140 -0.01 0.00 0.00 0.233
H -3.244460 -2.078780 -2.150919 0.02 0.01 0.00 0.705
H -5.913495 3.193471 -3.648398 0.01 0.00 0.00 0.388
H 3.010230 -2.847635 3.006035 0.08 0.02 0.10 0.278
H 3.087331 -2.495293 -9.068712 -0.03 0.01 0.00 0.427
H 2.263814 -1.279471 -6.503571 -0.06 -0.01 -0.01 0.411
H 3.759940 -5.545086 -5.234562 -0.02 0.00 0.00 0.411
H 5.380288 -3.216711 -8.433432 0.00 0.00 0.00 0.410
H -3.822172 -3.134849 -4.325838 0.00 0.00 -0.01 0.437

=====

82
Properties=species:S:1:pos:R:3:forces:R:3:mulliken_charge:R:1 method="wB97M-V/def2-TZVPD" e_above_lowest_kcal_mol=17.9 gap_ev=6.3 energy_ev=-144721.23868 homo_energy_ev=-7.09 multiplicity=1 fmax_ha_per_bohr=0.0221 e_lumo_ev=-0.753
Ba 0.004833 -0.357860 -0.416644 0.81 0.04 -0.60 1.631
Br 2.258343 6.518093 1.713047 0.02 -0.01 0.02 -0.204
P -0.848878 -1.279321 2.710991 -0.26 0.22 0.03 0.637
O 1.038674 1.831306 1.445486 -0.36 -0.07 0.02 -0.492
O -1.575952 -2.693663 3.079455 0.03 0.10 0.11 -0.433
O 0.224953 -1.221101 3.901313 0.02 -0.24 0.09 -0.380
O 2.697371 -3.660299 0.689130 -0.01 -0.06 -0.15 -0.699
O -1.896960 -0.171939 3.274699 0.03 0.00 -0.07 -0.041
O -2.615631 -0.774252 -0.613516 -0.01 0.21 -0.05 -0.557
O -4.027174 0.452073 -1.751640 0.15 0.48 -0.08 -0.483
O 1.886138 -1.579490 0.540951 0.33 -0.28 0.14 -0.853
O 0.381759 3.228687 3.071101 0.09 -0.04 0.03 -0.515
O -1.183401 1.017790 -2.310393 -0.09 0.13 0.06 -0.683
N 1.499047 1.487035 -2.019703 -0.32 -0.18 0.05 1.093
N -1.546516 1.663063 0.577313 -0.18 -0.70 -0.29 0.137
N 1.023728 5.386595 -4.975870 -0.15 -0.70 -0.21 -0.569
N 1.584187 -2.015852 -2.197201 -0.04 0.12 0.43 0.048
N 1.669926 6.230315 -4.353174 0.00 0.49 0.67 -0.383
C -1.413559 2.872397 -3.758549 0.12 0.03 0.07 -0.892
C 3.492256 2.570513 -2.746306 -0.06 0.02 0.07 -1.227
C -0.674045 2.031451 -2.920578 0.10 -0.11 -0.19 0.902
C 0.766045 -1.272056 -4.311632 0.05 -0.05 -0.05 -0.085
C 0.824934 6.079590 -0.698651 -0.03 -0.02 0.06 -0.349
C 2.796250 1.631037 -1.960176 0.12 0.10 -0.13 -0.727
C 2.408100 -2.735705 -1.476419 0.19 -0.35 0.01 0.473
C 2.611396 -2.875487 -4.216034 -0.09 0.07 0.02 1.072
C 3.146525 6.678450 -0.990299 -0.05 -0.01 0.06 -0.546
C 1.289801 -2.200872 3.888635 0.05 0.03 -0.04 -0.598
C 2.062544 6.411791 -0.170204 0.05 0.00 -0.05 0.017
C 0.830668 -1.289099 -5.675952 -0.03 0.04 0.04 -0.728
C 1.361584 3.344673 -3.557550 -0.26 -0.07 -0.07 0.907
C 3.377720 -3.593559 -2.055211 -0.04 0.04 -0.06 -0.728
C -2.355031 -0.199620 4.632111 0.02 0.00 0.02 -0.842
C 1.660518 -2.067797 -3.556013 0.00 0.00 -0.06 -0.227
C 0.173960 2.459314 2.000451 -0.26 0.22 -0.01 0.498
C 0.762332 2.293590 -2.829024 -0.03 0.19 0.01 -0.340
C 2.774687 3.424084 -3.531663 -0.08 0.01 0.04 -0.523
C 2.646939 -2.874562 -5.629962 0.00 0.00 0.01 -0.834
C 0.669637 5.971845 -2.069283 0.03 0.10 0.11 -0.187
C 1.777359 -2.098135 -6.340829 0.02 -0.02 -0.06 -0.464
C -0.815906 3.925410 -4.458751 0.19 -0.07 0.15 -0.623
C -2.267648 3.289055 2.137809 0.19 -0.10 -0.02 -0.950
C 3.481125 -3.650265 -3.411752 0.02 -0.01 0.07 -0.657
C -3.822686 2.264728 0.607070 0.00 0.06 0.04 -0.439
C -2.625144 -3.097000 2.195635 0.03 -0.05 -0.02 -0.618
C 2.322497 -2.674700 0.063288 0.29 -0.03 0.03 0.185
C -3.041289 0.328969 -0.866473 -0.61 -0.02 0.95 0.147
C -3.547737 3.172543 1.629243 -0.13 -0.05 -0.09 -0.722
C 1.760315 6.208990 -2.899999 0.18 -0.01 -0.53 0.218
C 2.981661 6.595946 -2.364402 -0.11 -0.10 0.09 -0.366
C -2.777886 1.503192 0.104803 -0.09 0.20 -0.15 0.335
C -1.281663 2.486866 1.566507 0.01 0.20 -0.04 0.373
C 0.518180 4.211246 -4.312731 0.10 0.21 -0.27 -0.372
H 4.220528 -4.282800 -3.889377 0.00 -0.01 -0.01 0.412
H 1.325483 3.170377 3.295305 -0.07 0.04 -0.04 0.423
H -3.433128 -2.362222 2.186954 -0.01 -0.02 0.01 0.274
H -4.348032 3.774505 2.038842 0.00 -0.01 0.00 0.464
H -4.143561 1.381142 -1.993916 0.03 -0.02 -0.05 0.391
H 4.571932 2.612084 -2.708593 0.01 0.00 -0.02 0.446
H 3.805584 6.816658 -3.030274 -0.02 0.02 -0.03 0.444
H 0.043645 -0.656584 -3.787449 0.00 0.02 0.00 0.418
H -1.419543 4.563352 -5.092370 0.02 0.05 -0.03 0.419
H 0.876004 -3.199157 4.024365 0.00 0.01 0.02 0.282
H -0.295179 5.698874 -2.474475 0.06 0.03 -0.01 0.421
H -2.038560 3.961246 2.951212 0.03 0.00 -0.01 0.654
H -2.472048 2.681812 -3.884910 0.00 -0.09 0.00 0.437
H 3.337214 0.979453 -1.280863 -0.04 -0.05 0.00 0.571
H -3.002313 -4.047031 2.564616 0.00 0.00 -0.01 0.283
H 3.373721 -3.497836 -6.136864 0.01 0.00 0.00 0.382
H 1.936554 -1.955928 4.726520 0.01 0.01 -0.02 0.245
H -2.254587 -3.226878 1.176546 -0.01 0.00 0.00 0.197
H 1.840494 -2.154747 2.948357 0.00 -0.01 0.00 0.189
H -1.680292 0.380462 5.260549 -0.01 -0.01 0.01 0.257
H 1.808934 -2.100180 -7.422606 0.01 0.00 0.00 0.388
H -3.348612 0.244908 4.645516 0.01 0.00 0.01 0.231
H 4.101085 6.955562 -0.565718 0.00 0.00 0.02 0.423
H -2.405688 -1.221790 5.006299 -0.01 0.01 0.00 0.332
H -0.013410 5.895333 -0.040238 0.00 0.02 0.00 0.534
H -4.833830 2.135204 0.244577 0.00 0.01 0.00 0.546
H 4.002687 -4.175019 -1.393755 0.00 -0.01 0.00 0.507
H 0.153194 -0.674391 -6.254457 -0.01 0.00 0.00 0.456
H 3.277235 4.152789 -4.150646 0.05 0.09 -0.02 0.640